A 18-piece molecular cluster, C82H179O33P5 overall in a non-equilibrium geometry, computed with ωB97M-V/def2-TZVPD.

Geometry (Å):
1 C -20.8612 15.0656 -5.2537
2 C -22.1561 15.8611 -5.3088
3 O -23.2204 15.1636 -6.0951
4 P -23.1003 14.8071 -7.6030
5 O -22.5660 15.8601 -8.4894
6 O -24.5700 14.3612 -7.9941
7 C -25.6243 13.8657 -7.0279
8 C -25.3508 12.4531 -6.4988
9 O -22.0751 13.5528 -7.5670
10 C -21.5772 12.9709 -8.7492
11 C -20.1585 12.5056 -8.5095
12 H -20.4616 14.9652 -6.3024
13 H -20.1869 15.7012 -4.6701
14 H -20.9587 14.0124 -4.8054
15 H -22.6432 15.8718 -4.3544
16 H -22.0229 16.8323 -5.7632
17 H -25.6779 14.5109 -6.1783
18 H -26.5388 13.9113 -7.6391
19 H -24.3699 12.4544 -5.9946
20 H -26.0555 12.1801 -5.7103
21 H -25.2220 11.7840 -7.3220
22 H -22.2366 12.1525 -9.0075
23 H -21.6056 13.7859 -9.5167
24 H -20.0791 11.5891 -7.9127
25 H -19.6932 12.3892 -9.4769
26 H -19.6632 13.3172 -7.9577
27 C -31.2875 12.1997 -3.8091
28 C -29.9385 12.5796 -4.2676
29 O -29.3103 13.4886 -3.3655
30 P -27.7694 13.7460 -3.1183
31 O -26.8054 13.0178 -3.9095
32 O -27.7662 15.3329 -3.1444
33 C -27.1336 16.1268 -4.1737
34 C -25.6834 16.2865 -3.9589
35 O -27.6174 13.3828 -1.5813
36 C -28.5524 13.6773 -0.5341
37 C -27.9846 13.0013 0.6678
38 H -32.0088 12.9715 -3.9994
39 H -31.5108 11.2501 -4.3904
40 H -31.2476 11.9189 -2.7789
41 H -29.2803 11.6716 -4.3709
42 H -30.0638 13.1295 -5.2089
43 H -27.3567 15.8362 -5.2212
44 H -27.7266 17.0427 -3.9867
45 H -25.4728 16.7517 -3.0085
46 H -25.2713 15.3010 -4.0411
47 H -25.3004 16.9980 -4.7814
48 H -28.4960 14.7488 -0.2572
49 H -29.5624 13.4211 -0.9068
50 H -28.6797 13.1289 1.5184
51 H -27.7563 11.9236 0.4494
52 H -27.0719 13.5460 0.9207
53 C -34.2776 23.5148 -7.8456
54 C -35.4543 22.5915 -7.6874
55 O -35.3976 21.4467 -8.6154
56 P -35.9930 21.6646 -10.0913
57 O -35.5075 22.8554 -10.8208
58 O -35.8063 20.2459 -10.7884
59 C -34.5471 19.6858 -11.2496
60 C -34.7715 18.9589 -12.5340
61 O -37.5465 21.8117 -9.8383
62 C -38.4827 20.6891 -9.6528
63 C -39.8377 21.3908 -9.3807
64 H -33.2773 23.1470 -7.6473
65 H -34.2985 23.7177 -8.8481
66 H -34.4361 24.3735 -7.2698
67 H -35.6432 22.1978 -6.7518
68 H -36.3598 23.1545 -8.0105
69 H -33.7195 20.4281 -11.4431
70 H -34.1881 19.0445 -10.4693
71 H -33.8935 18.4084 -12.7112
72 H -35.6425 18.3214 -12.4339
73 H -34.8181 19.7105 -13.3897
74 H -38.6603 20.1322 -10.5404
75 H -38.0755 20.0624 -8.8464
76 H -39.8537 22.0287 -8.5579
77 H -40.0297 21.9097 -10.3034
78 H -40.5585 20.5995 -9.2117
79 C -27.8609 13.0301 -14.9347
80 C -26.9098 12.3863 -13.8771
81 O -27.3564 12.8190 -12.5641
82 P -26.3247 12.9903 -11.3386
83 O -26.8922 13.4762 -10.1305
84 O -25.6121 11.5621 -11.1913
85 C -26.2827 10.5533 -10.4981
86 C -25.4067 9.2985 -10.4623
87 O -25.1762 13.8730 -11.9670
88 C -24.0550 14.1877 -10.9601
89 C -22.8824 14.6449 -11.8588
90 H -27.4985 13.9944 -15.2052
91 H -27.8320 12.2968 -15.7337
92 H -28.8169 13.1258 -14.4991
93 H -26.9943 11.3000 -13.8980
94 H -25.9029 12.7162 -13.9685
95 H -26.4886 10.8550 -9.4623
96 H -27.2792 10.3563 -10.8767
97 H -25.9145 8.3801 -10.1418
98 H -25.0146 9.0458 -11.4311
99 H -24.6126 9.4098 -9.7104
100 H -24.4202 14.8704 -10.2159
101 H -23.8824 13.1922 -10.4559
102 H -23.1961 15.5740 -12.3631
103 H -22.1025 14.7756 -11.2164
104 H -22.7707 13.7960 -12.5287
105 C -25.9320 19.7298 -5.0289
106 C -25.1118 19.4362 -6.2539
107 O -25.8762 19.4809 -7.4528
108 P -27.1112 18.4653 -7.7778
109 O -27.0535 17.1776 -7.0475
110 O -27.1581 18.2462 -9.3397
111 C -26.4480 17.0672 -9.9209
112 C -25.1331 17.5398 -10.5008
113 O -28.3304 19.3866 -7.5377
114 C -29.6587 19.0952 -7.9891
115 C -30.6399 19.8839 -7.2199
116 H -26.7266 19.0662 -4.8105
117 H -25.2912 19.7927 -4.1101
118 H -26.2881 20.7807 -5.2075
119 H -24.4124 20.2425 -6.4790
120 H -24.5210 18.5035 -6.2771
121 H -26.2811 16.2235 -9.2496
122 H -27.1026 16.8753 -10.7768
123 H -24.9206 17.0299 -11.4370
124 H -25.1763 18.5716 -10.8018
125 H -24.2862 17.3384 -9.8454
126 H -29.6747 19.4368 -9.0279
127 H -29.8472 18.0529 -7.9703
128 H -30.5987 20.9819 -7.3452
129 H -31.6482 19.5860 -7.5783
130 H -30.6045 19.7465 -6.1432
131 C -31.4277 16.3411 -3.4065
132 C -30.6566 16.8596 -2.1541
133 C -30.6857 18.3342 -2.4694
134 O -30.5245 18.4435 -3.8768
135 C -30.8737 17.1643 -4.4691
136 H -32.4763 16.5960 -3.3575
137 H -31.3599 15.2440 -3.5270
138 H -29.6333 16.4323 -2.1678
139 H -31.0615 16.6248 -1.2464
140 H -29.8781 18.8696 -2.0105
141 H -31.6779 18.6586 -2.0500
142 H -30.0361 16.5979 -4.9267
143 H -31.4848 17.3487 -5.3083
144 C -28.6284 21.7791 -2.7460
145 C -29.0447 22.9963 -3.5459
146 C -29.0030 24.1647 -2.5672
147 O -29.2563 23.6332 -1.2455
148 C -29.0516 22.2050 -1.3050
149 H -27.5434 21.5179 -2.8372
150 H -29.1260 20.9194 -3.1540
151 H -30.0562 22.9185 -3.8859
152 H -28.3696 23.1581 -4.3935
153 H -29.7039 25.0379 -2.7415
154 H -27.9771 24.6686 -2.5872
155 H -29.9424 21.7064 -1.0558
156 H -28.3095 21.8186 -0.5259
157 C -21.0318 19.0510 -9.4569
158 C -21.5979 20.0554 -10.4842
159 C -22.1507 19.2031 -11.5425
160 O -21.0846 18.2415 -11.6755
161 C -20.6994 17.8684 -10.3349
162 H -21.7229 18.6953 -8.7188
163 H -20.2149 19.5083 -8.8963
164 H -20.8875 20.7685 -10.9216
165 H -22.4455 20.6563 -10.0507
166 H -22.3423 19.5230 -12.5667
167 H -23.0741 18.8296 -11.2307
168 H -19.6048 17.5169 -10.4299
169 H -21.1959 16.9716 -9.9604
170 C -29.7207 13.9636 -8.8333
171 C -30.2393 15.2372 -8.0636
172 C -31.5471 14.6900 -7.3511
173 O -31.6063 13.3035 -7.6086
174 C -30.2828 12.8492 -7.9418
175 H -28.6500 13.8698 -9.0545
176 H -30.1051 13.9697 -9.8869
177 H -30.4240 16.0871 -8.7502
178 H -29.4281 15.4927 -7.3317
179 H -32.4165 15.1918 -7.7094
180 H -31.4396 14.9661 -6.2307
181 H -30.3202 11.8765 -8.3788
182 H -29.6590 12.7802 -7.0308
183 C -30.8970 23.9167 -11.6407
184 C -32.0279 22.9093 -11.5670
185 C -31.5987 22.0185 -10.4111
186 O -30.4934 22.5840 -9.8020
187 C -29.7900 23.2801 -10.7855
188 H -31.1964 24.9186 -11.2192
189 H -30.5898 24.0384 -12.6598
190 H -32.0443 22.4063 -12.5126
191 H -32.9663 23.3953 -11.3542
192 H -31.4786 20.9889 -10.7357
193 H -32.4705 22.0542 -9.7315
194 H -29.1721 22.6292 -11.4686
195 H -29.1677 24.0171 -10.2769
196 C -25.5779 23.1609 -8.4310
197 C -26.8821 22.4499 -8.8919
198 C -27.7500 22.5443 -7.6763
199 O -27.3721 23.7608 -6.9880
200 C -25.9110 23.7177 -7.0707
201 H -25.1907 23.8518 -9.1628
202 H -24.8003 22.4009 -8.3620
203 H -26.6195 21.4311 -9.0786
204 H -27.2102 23.1330 -9.6378
205 H -27.6756 21.6652 -7.0852
206 H -28.8052 22.7295 -7.9895
207 H -25.4075 23.0718 -6.3369
208 H -25.6471 24.7449 -6.9048
209 C -26.3373 17.7330 0.3777
210 C -27.5056 17.9297 -0.5462
211 C -28.4559 18.8789 0.2280
212 O -27.7286 19.3103 1.2995
213 C -26.8978 18.2677 1.7111
214 H -25.4319 18.2768 -0.0319
215 H -26.1425 16.6429 0.3631
216 H -27.8445 16.9780 -0.8828
217 H -27.2270 18.4785 -1.4159
218 H -29.4260 18.4280 0.5504
219 H -28.7129 19.7591 -0.3642
220 H -27.4253 17.4501 2.1623
221 H -26.0848 18.7209 2.3328
222 C -31.5816 26.3137 -7.5065
223 C -30.3504 25.4800 -7.6896
224 C -30.3717 24.5487 -6.5238
225 O -31.4427 25.0585 -5.5381
226 C -31.8044 26.3299 -6.0002
227 H -32.4071 25.6721 -7.9563
228 H -31.4825 27.3075 -7.9409
229 H -29.4705 26.0852 -7.8275
230 H -30.4276 24.8472 -8.5833
231 H -29.4969 24.5301 -5.9144
232 H -30.6931 23.5132 -6.7537
233 H -31.1810 27.2301 -5.6334
234 H -32.8933 26.5590 -5.7015
235 C -25.6246 20.3077 -13.0808
236 C -27.0825 20.4884 -12.7561
237 C -27.7717 19.2443 -13.3283
238 O -26.7248 18.3211 -13.7747
239 C -25.5931 19.1707 -14.1204
240 H -25.1441 19.9950 -12.1359
241 H -25.1025 21.2013 -13.3270
242 H -27.4942 21.4058 -13.1710
243 H -27.1491 20.3443 -11.6858
244 H -28.4533 19.4628 -14.1783
245 H -28.2652 18.6582 -12.5840
246 H -25.6971 19.7154 -15.0796
247 H -24.6789 18.6454 -14.0742
248 C -35.4397 16.3325 -7.7047
249 C -35.9116 17.8171 -7.8984
250 C -34.8577 18.5773 -7.0583
251 O -34.0846 17.6167 -6.3611
252 C -34.8277 16.3802 -6.3165
253 H -34.7212 16.0472 -8.4519
254 H -36.2601 15.5884 -7.7570
255 H -36.8963 18.0239 -7.4084
256 H -35.9916 18.2355 -8.9039
257 H -35.3814 19.1690 -6.3300
258 H -34.1072 19.2593 -7.5262
259 H -35.6956 16.3880 -5.5656
260 H -34.1085 15.6013 -6.0256
261 C -33.0617 14.8269 -10.5976
262 C -32.2498 14.4237 -11.8721
263 C -31.9544 15.7469 -12.5679
264 O -31.9800 16.7488 -11.5084
265 C -33.0457 16.3484 -10.6396
266 H -32.5810 14.3758 -9.7473
267 H -34.0908 14.4211 -10.5885
268 H -32.8028 13.8300 -12.6042
269 H -31.3613 13.8963 -11.5204
270 H -32.8011 15.9266 -13.2645
271 H -30.9648 15.7380 -13.0932
272 H -34.0377 16.6609 -11.1180
273 H -32.8542 16.9121 -9.7390
274 C -32.7817 21.9886 -3.7511
275 C -32.9105 23.0976 -2.5929
276 C -33.9092 24.0072 -3.1671
277 O -34.6086 23.3614 -4.2201
278 C -33.6699 22.4960 -4.9071
279 H -33.0348 20.9769 -3.4326
280 H -31.6629 21.9461 -4.0046
281 H -31.9711 23.5673 -2.5016
282 H -33.2801 22.5562 -1.6850
283 H -33.3660 24.9363 -3.4879
284 H -34.7065 24.2843 -2.5437
285 H -33.0850 23.0828 -5.6241
286 H -34.1922 21.6515 -5.3440
287 C -24.6935 23.4982 -1.7412
288 C -25.6840 22.9019 -0.7497
289 C -25.6287 21.3866 -1.1013
290 O -25.2810 21.3720 -2.5088
291 C -24.9064 22.6645 -2.9607
292 H -23.6527 23.4062 -1.4192
293 H -24.8669 24.5556 -1.9413
294 H -26.7342 23.3106 -0.8933
295 H -25.5226 23.0807 0.3028
296 H -26.5628 20.8359 -0.8601
297 H -24.7560 20.9385 -0.4735
298 H -25.6788 23.1285 -3.6402
299 H -23.9653 22.4753 -3.4799

**Net charge**: 0
**F_max**: 4.029 eV Å⁻¹
**HOMO-LUMO gap**: 9.73 eV
**E_HOMO**: -9.15 eV
**LUMO energy**: 0.577 eV
**Electronic energy**: -7421.636376 hartree